1.
DFT (ωB97M-V/def2-TZVPD) results for the ion C5H11BrNO3S with charge -1.

As for the orbital gap: 8.30 eV. The lowest unoccupied orbital energy comes out at 2.899 eV. Its charge is -1.

```
22
Properties=species:S:1:pos:R:3:forces:R:3
C 1.194 1.890 0.461 -0.186 1.627 -1.517
C -0.943 1.454 -0.895 0.899 -1.481 -2.904
C 0.951 -1.052 1.325 3.014 -1.654 -0.725
C 0.274 0.844 -0.193 -0.564 0.583 0.962
C -0.185 -0.173 0.827 -0.981 -2.740 -1.137
N -1.352 -1.170 0.084 2.657 4.518 1.685
O 0.682 -2.025 -1.138 -0.827 -0.575 -0.881
O -1.659 -3.043 -1.352 2.240 1.959 0.071
O -1.003 -0.998 -2.553 0.212 -0.543 2.171
S -0.756 -1.823 -1.334 -2.105 -3.778 -2.248
Br -1.030 0.613 2.481 -0.118 -0.253 -0.753
H 1.409 2.607 -0.433 -0.240 -0.743 1.788
H 2.185 1.528 0.782 -0.570 -0.060 0.127
H 0.638 2.438 1.291 0.945 -0.580 -1.113
H -1.274 0.565 -1.628 0.438 2.663 1.328
H -1.779 1.629 -0.250 -0.284 0.727 0.437
H -0.544 2.322 -1.526 -1.087 -0.874 0.907
H 0.615 -1.958 1.876 -0.054 0.813 -0.020
H 1.800 -0.555 1.915 -1.678 -0.235 -0.502
H 1.545 -1.564 0.400 -1.737 1.613 2.168
H 0.810 0.275 -0.960 0.173 0.085 0.331
H -1.580 -1.804 0.819 -0.146 -1.069 -0.174
```
Positions in Å, forces in eV/Å.

***

2.
DFT (ωB97M-V/def2-TZVPD) results for a structure of composition C3H2FO2Ru.

Its expectation value of S² is 12.02. As for the spin multiplicity: 7. As for the orbital gap (spin up / spin down): 8.37 / 7.34 eV. The lowest unoccupied orbital energy (spin up / spin down) comes out at -15.650 / -18.639 eV. Its charge is +3.

```
9
Properties=species:S:1:pos:R:3:forces:R:3
H 1.038 -2.653 -0.604 1.066 -1.204 -0.019
F -0.437 0.774 -1.478 0.291 -0.630 1.484
O -0.828 1.592 0.495 1.331 -4.081 0.266
O 0.201 -2.179 -0.755 -1.595 3.260 2.760
C -0.311 0.706 -0.176 2.352 1.431 -0.551
C 0.860 -0.251 0.521 -1.291 2.870 0.632
C 0.014 -1.185 0.048 -0.658 -6.852 -4.581
H 1.087 -0.049 1.568 1.020 0.370 -0.011
Ru -1.623 3.245 0.381 -2.516 4.836 0.018
```
Positions in Å, forces in eV/Å.

***

3.
DFT (ωB97M-V/def2-TZVPD) results for a cluster of 10 separate species, C27H75O25P5S3 in total.

As for the orbital gap: 8.85 eV. The lowest unoccupied orbital energy comes out at 0.383 eV.

```
135
Properties=species:S:1:pos:R:3:forces:R:3
C -4.601 0.733 5.070 1.756 1.778 0.183
O -3.680 0.136 6.041 -1.313 1.341 -0.182
P -2.655 -0.945 5.627 0.410 -0.064 -1.481
O -1.964 -1.572 6.759 -0.088 0.160 -0.653
O -3.538 -1.898 4.669 0.813 -0.019 0.571
C -3.715 -3.301 5.063 -0.154 1.082 -0.575
O -1.711 -0.096 4.551 -0.674 -1.776 0.885
C -0.685 -0.959 3.971 0.293 0.152 0.757
H -4.677 1.803 5.322 -0.111 -0.466 0.417
H -5.575 0.318 5.124 -0.598 -0.822 -0.089
H -4.148 0.805 4.072 -0.281 -0.794 0.139
H -3.232 -3.879 4.288 0.008 -0.385 0.038
H -4.789 -3.483 5.110 0.143 -0.081 -0.020
H -3.247 -3.413 6.020 0.181 -0.504 0.465
H -0.101 -1.405 4.814 -0.449 0.045 -0.743
H -0.010 -0.302 3.420 -0.247 -0.176 -0.175
H -1.136 -1.719 3.315 0.206 0.255 0.256
C 4.729 -4.179 -0.554 -0.791 -0.307 -0.688
O 4.611 -2.955 -1.331 0.038 -0.527 0.230
P 4.709 -1.542 -0.649 0.814 0.435 1.290
O 4.774 -0.416 -1.612 -0.087 -1.143 1.076
O 6.016 -1.723 0.346 -0.665 0.913 -0.451
C 7.280 -1.086 -0.050 -1.502 -0.781 -1.320
O 3.508 -1.628 0.424 0.581 0.728 -0.204
C 3.058 -0.396 1.082 0.893 0.611 -2.632
H 5.752 -4.378 -0.247 0.124 0.022 -0.444
H 4.285 -4.945 -1.229 0.727 0.310 0.593
H 4.135 -4.167 0.356 -0.244 0.367 -0.004
H 7.702 -0.460 0.725 -0.337 0.155 0.121
H 6.999 -0.580 -0.989 0.857 0.445 0.520
H 7.951 -1.897 -0.295 0.376 -0.121 0.060
H 3.874 0.156 1.551 0.197 -0.134 -0.202
H 2.365 -0.633 1.819 -1.233 -0.812 1.150
H 2.581 0.210 0.274 0.407 -0.291 0.738
C 1.855 -1.184 -5.049 -2.695 0.549 0.853
O 1.424 -0.516 -3.757 0.868 -0.325 -1.051
P 1.717 1.000 -3.317 -0.214 -0.572 -1.859
O 1.982 1.184 -1.905 0.160 -0.149 1.295
O 0.452 1.762 -3.865 -0.420 0.267 0.347
C 0.094 3.085 -3.344 -0.281 -0.512 -0.170
O 2.857 1.542 -4.276 0.255 -0.202 -0.544
C 4.240 1.743 -3.856 -1.532 -1.136 0.025
H 2.876 -1.037 -5.246 1.388 0.229 0.102
H 1.266 -0.708 -5.873 0.394 -0.569 0.686
H 1.608 -2.279 -4.956 0.171 1.287 0.093
H -0.887 3.301 -3.817 0.783 0.098 0.415
H 0.872 3.802 -3.611 -0.235 0.018 -0.061
H 0.000 3.081 -2.240 0.029 -0.254 -0.723
H 4.546 2.632 -4.367 0.501 0.320 -0.191
H 4.817 0.839 -4.084 0.019 0.419 -0.071
H 4.147 1.848 -2.797 0.674 0.182 0.676
C -4.240 -2.824 -2.306 1.062 0.871 0.343
O -3.304 -1.682 -2.534 -1.943 -0.124 -0.504
P -4.102 -0.327 -2.890 0.945 1.399 -0.272
O -4.529 0.505 -1.742 0.034 -0.960 -0.735
O -2.991 0.356 -3.844 -0.399 -0.580 0.359
C -3.327 1.636 -4.433 0.896 -0.492 0.051
O -5.321 -0.623 -3.903 0.580 -0.613 -0.600
C -4.935 -1.168 -5.236 -0.209 -0.961 1.601
H -3.632 -3.608 -1.912 0.479 -0.358 0.451
H -4.637 -3.188 -3.233 -0.375 0.157 -0.549
H -5.012 -2.531 -1.598 -0.091 -0.024 -0.067
H -2.919 1.716 -5.441 0.103 -0.415 0.052
H -2.906 2.406 -3.822 0.008 0.501 0.344
H -4.378 1.735 -4.467 -1.201 0.347 -0.070
H -4.796 -0.375 -5.936 -0.054 0.655 -0.361
H -5.715 -1.881 -5.584 0.463 0.640 0.462
H -3.981 -1.683 -5.083 -0.204 -0.097 -0.417
C 3.413 5.880 1.821 -0.703 1.223 -0.436
O 2.527 5.993 0.666 0.757 -0.978 -1.042
P 2.790 5.068 -0.640 1.337 0.215 1.819
O 1.794 5.261 -1.698 0.554 -0.066 0.354
O 4.386 5.267 -0.928 -2.065 0.496 0.183
C 4.867 4.488 -2.009 0.397 0.369 -0.997
O 2.972 3.623 0.007 -2.482 -1.134 -0.062
C 1.695 2.932 0.405 -0.340 0.907 0.056
H 3.677 4.903 2.171 -0.198 -0.921 -0.435
H 2.785 6.340 2.575 0.463 0.289 0.379
H 4.337 6.424 1.617 -0.211 0.134 0.144
H 5.907 4.814 -2.105 -0.261 -0.166 -0.529
H 4.247 4.637 -2.922 0.634 0.280 0.429
H 4.843 3.427 -1.828 0.013 -0.348 0.615
H 1.102 3.574 1.128 0.859 -0.547 -0.780
H 2.021 2.028 0.907 0.002 0.064 0.020
H 1.019 2.636 -0.447 1.206 0.532 0.689
C 0.511 2.273 4.308 -0.069 0.107 -1.797
C -0.956 2.711 4.187 1.294 -0.580 1.052
O -1.432 3.010 3.134 -0.620 0.247 -1.226
C -1.698 2.768 5.482 -0.169 -0.232 -0.850
H 0.587 1.274 4.714 -0.131 -0.349 -0.031
H 1.049 2.877 5.002 0.318 0.754 0.554
H 1.021 2.344 3.297 -0.644 -0.186 1.187
H -1.416 3.646 5.987 0.331 1.475 0.637
H -1.398 1.981 6.112 0.310 -1.124 0.736
H -2.760 2.749 5.358 -0.508 0.090 -0.211
C -3.014 -0.248 1.118 1.263 0.437 -0.290
C -1.734 -0.853 0.571 -0.950 0.239 -1.034
O -1.426 -2.008 0.762 0.309 -0.149 0.361
C -0.916 0.057 -0.333 -1.002 0.419 1.724
H -3.782 -0.994 1.200 -0.540 -0.152 -0.302
H -3.205 0.638 0.499 -0.647 -0.563 0.225
H -2.802 0.085 2.127 0.145 0.224 0.423
H -0.934 1.038 0.173 0.124 -0.069 -0.395
H -1.377 0.180 -1.318 0.269 -0.234 0.063
H 0.064 -0.333 -0.273 1.192 -0.265 -0.797
C 1.347 -5.912 -2.038 -0.838 -1.953 -0.120
S 0.486 -4.574 -2.791 0.061 1.514 0.459
O -0.931 -4.539 -2.323 -0.011 -0.592 -0.146
C 1.242 -3.253 -1.772 -0.721 -0.032 -0.556
H 1.063 -6.038 -0.996 0.514 0.532 0.381
H 2.404 -5.884 -2.290 0.055 0.194 0.327
H 0.940 -6.849 -2.460 0.206 0.396 -0.273
H 2.333 -3.309 -1.711 -0.357 0.054 0.026
H 0.691 -3.264 -0.817 0.446 -0.272 -0.161
H 0.902 -2.355 -2.291 0.390 0.178 0.103
C -4.027 3.163 0.336 -1.246 0.423 0.104
S -2.879 3.110 -0.955 0.787 0.481 -2.310
O -3.501 3.805 -2.167 0.811 -0.330 1.569
C -1.630 4.149 -0.150 -0.953 0.479 -0.880
H -4.320 4.202 0.513 -0.068 -0.187 0.065
H -3.580 2.719 1.205 0.135 -0.158 0.558
H -4.866 2.565 -0.029 -0.023 0.067 0.241
H -1.360 3.630 0.729 0.711 -0.673 0.894
H -1.993 5.108 0.140 -0.941 0.735 0.348
H -0.837 4.423 -0.810 0.805 -0.523 -0.520
C -2.141 -5.146 1.286 0.194 1.008 -0.361
S -1.005 -5.342 2.641 -0.560 -1.458 0.997
O -0.657 -6.806 2.653 -0.038 0.547 0.081
C 0.412 -4.510 2.032 0.566 1.038 -0.738
H -2.297 -4.059 1.126 -0.257 -0.609 0.165
H -3.049 -5.725 1.480 0.201 0.285 0.207
H -1.653 -5.529 0.406 0.168 -0.276 -0.496
H 0.156 -3.445 1.855 0.239 -0.541 0.112
H 0.740 -4.967 1.100 -0.127 -0.042 -0.170
H 1.239 -4.622 2.741 -0.393 0.082 0.120
```
Positions in Å, forces in eV/Å.

***

4.
DFT (ωB97M-V/def2-TZVPD) results for an isolated molecule of C4H6O2.

As for the orbital gap: 8.56 eV. The lowest unoccupied orbital energy comes out at 0.095 eV.

```
12
Properties=species:S:1:pos:R:3:forces:R:3
C -2.011 0.603 -0.011 -0.485 0.112 -0.104
O -0.770 0.400 0.669 0.366 0.155 -0.313
C 0.159 1.096 0.014 -0.026 -0.403 -0.088
C 1.197 0.119 -0.408 0.189 0.333 -0.153
C 1.695 -0.975 0.438 0.259 -0.126 0.294
O 0.755 -1.241 -0.561 0.082 -0.100 -0.113
H -2.184 -0.338 -0.541 -0.248 0.250 0.051
H -2.821 0.837 0.678 0.092 -0.080 0.115
H -1.849 1.405 -0.737 -0.381 -0.036 0.104
H 1.797 0.471 -1.243 0.161 -0.056 0.212
H 1.329 -1.046 1.461 0.053 -0.009 -0.124
H 2.703 -1.330 0.241 -0.063 -0.040 0.120
```
Positions in Å, forces in eV/Å.

***

5.
DFT (ωB97M-V/def2-TZVPD) results for a structure of composition C38H58N15OPS2SeTl.

As for the orbital gap (spin up / spin down): 2.48 / 6.09 eV. The lowest unoccupied orbital energy (spin up / spin down) comes out at -2.418 / 1.198 eV. Its charge is -1.

```
117
Properties=species:S:1:pos:R:3:forces:R:3
Tl -3.048 19.386 14.837 0.054 0.253 -0.167
C -8.507 16.189 14.946 0.453 -0.110 1.032
N -7.726 17.440 15.140 -3.167 -0.861 1.229
C -8.364 18.333 16.119 0.464 0.453 0.114
C -6.429 17.501 14.786 2.124 0.380 -0.134
N -5.396 17.769 15.500 0.074 1.334 1.534
C -5.562 18.081 16.970 1.119 -0.130 -1.397
C -4.205 17.943 17.691 -0.917 0.428 0.666
N -3.210 18.983 17.345 -0.654 0.250 -0.166
C -1.896 18.605 17.856 0.454 -0.149 0.781
C -0.989 17.898 16.876 -0.448 -0.063 0.030
N -0.642 18.787 15.803 -1.204 -0.002 -0.783
C 0.433 18.570 15.129 0.682 1.275 -0.615
N 0.850 19.493 14.171 -0.806 -0.115 0.842
C 1.744 19.114 13.096 0.113 -0.199 -0.343
C 0.107 20.773 14.006 0.711 -0.824 -0.174
N 1.254 17.503 15.354 0.357 -0.690 -0.214
C 2.722 17.562 15.356 -0.469 1.144 2.571
C 0.674 16.180 15.486 -0.158 -0.594 -0.598
C -3.607 20.270 17.982 -0.421 -0.738 0.922
C -2.916 21.466 17.474 1.793 1.338 -1.558
N -3.356 21.738 16.073 -0.358 0.411 0.777
C -3.569 22.993 15.752 1.014 -1.465 -0.298
N -2.844 24.052 16.275 -2.557 -0.257 0.190
C -1.455 24.034 16.435 2.300 -0.248 0.149
C -3.566 25.150 16.893 -0.070 0.425 -1.662
N -4.395 23.241 14.683 -0.677 1.069 -0.551
C -5.194 22.158 14.117 0.629 -1.093 0.219
C -5.002 24.581 14.428 -0.541 -1.255 -0.793
N -6.201 17.276 13.451 -0.651 -1.021 -0.352
C -7.176 17.833 12.521 0.039 0.658 0.232
C -4.838 17.028 12.972 -2.001 -0.105 -0.669
H -8.247 15.477 15.782 -0.801 0.701 -0.317
H -8.207 15.607 14.095 0.264 0.258 -0.820
H -9.611 16.390 14.870 1.156 -0.091 0.297
H -9.410 18.430 15.808 0.138 0.239 -0.037
H -7.858 19.322 16.058 -0.567 -0.649 0.308
H -8.407 18.002 17.195 0.445 0.095 -0.978
H -6.126 17.258 17.365 -0.897 -0.019 0.676
H -6.008 19.104 17.160 0.294 -1.338 -0.155
H -3.801 16.933 17.490 -0.011 0.522 0.077
H -4.476 18.033 18.802 0.631 -0.239 -1.134
H -2.056 17.968 18.740 0.171 0.021 -0.005
H -1.367 19.493 18.212 -0.094 -0.067 -0.113
H -1.474 16.946 16.564 0.056 0.526 -0.139
H -0.072 17.610 17.351 0.390 -0.216 0.868
H 2.023 18.029 13.156 -0.348 1.201 -0.122
H 2.658 19.743 13.128 -0.355 -0.442 -0.075
H 1.224 19.285 12.130 0.311 -0.112 0.298
H -0.674 20.668 13.225 -0.070 -0.059 0.686
H 0.803 21.497 13.566 0.066 0.035 0.455
H -0.269 21.109 14.995 0.117 -0.188 -0.831
H 3.100 18.620 15.327 -0.525 -1.171 -0.294
H 3.132 16.953 14.564 0.388 -0.381 0.053
H 2.975 17.250 16.437 0.319 -0.073 -1.820
H -0.209 16.102 14.815 0.488 -0.039 0.425
H 0.315 15.881 16.497 0.611 0.112 -0.563
H 1.432 15.458 15.117 -0.521 0.257 0.299
H -3.347 20.150 19.044 -0.280 0.177 0.142
H -4.673 20.482 17.920 -0.137 -0.508 -0.077
H -1.813 21.266 17.465 -0.625 0.457 0.170
H -3.132 22.342 18.127 0.163 -0.627 -0.335
H -0.927 23.216 15.833 -0.925 0.783 1.323
H -1.204 24.063 17.541 0.357 -0.352 -1.353
H -1.065 24.954 15.955 0.087 -0.116 0.481
H -3.417 26.039 16.243 -0.403 -0.049 0.471
H -3.226 25.437 17.869 0.422 -0.356 0.720
H -4.602 24.831 16.962 -0.046 0.509 0.192
H -4.506 21.293 13.757 -1.379 1.366 0.919
H -6.001 21.835 14.840 0.888 -0.106 -0.720
H -5.661 22.546 13.213 -0.109 -0.015 0.067
H -5.877 24.732 15.092 0.502 0.155 -0.230
H -5.390 24.541 13.379 0.333 0.153 0.813
H -4.301 25.399 14.479 0.208 -0.002 0.237
H -7.245 17.201 11.618 -0.110 0.350 0.319
H -6.802 18.852 12.259 -0.482 -0.453 -0.332
H -8.181 17.965 13.029 1.321 -0.336 -0.818
H -4.373 16.287 13.594 0.394 -0.165 0.334
H -4.268 17.936 12.909 0.464 0.338 -0.028
H -4.995 16.619 11.967 0.422 -0.029 0.007
O -5.205 24.380 9.633 0.070 -0.190 -0.110
N -4.860 23.461 9.047 -0.070 0.185 0.126
N 1.737 23.434 17.575 0.581 0.309 -0.725
C 2.730 23.253 16.995 -1.261 -0.411 1.344
C 3.923 22.759 16.448 -0.499 1.485 -0.384
C 4.942 23.667 16.168 2.237 1.827 0.487
N 5.784 24.485 16.136 -1.365 -1.370 -0.392
C 3.925 21.455 16.061 0.199 -4.009 -0.504
N 3.900 20.294 15.845 0.237 2.585 0.169
S -0.203 12.281 13.761 -0.197 0.688 1.078
P -1.085 13.405 12.402 1.550 -0.908 -0.718
S -1.292 15.370 12.648 -0.168 0.375 0.910
C -2.603 12.698 11.868 -0.419 1.099 -0.805
C -3.292 13.427 10.884 0.407 -0.843 -0.388
C -4.437 12.825 10.371 -0.034 1.357 -0.830
C -4.889 11.600 10.824 -0.449 -0.273 0.206
C -4.152 10.901 11.761 -0.555 -0.508 0.137
C -3.006 11.456 12.279 0.528 -0.561 1.055
C 0.031 13.232 10.983 0.153 -1.361 -0.691
C 0.174 14.275 10.074 -0.770 0.028 1.152
C 1.120 14.170 9.099 -0.284 0.554 -1.902
C 1.717 12.935 8.876 2.546 0.462 -1.433
C 1.557 11.833 9.665 -1.429 -0.108 1.490
C 0.675 11.988 10.763 -0.048 0.152 -0.053
H -2.816 14.329 10.417 -0.880 -0.766 0.663
H -4.951 13.368 9.574 -0.110 -0.335 0.272
H -5.847 11.178 10.510 0.378 0.226 -0.240
H -4.511 9.933 12.108 0.147 0.188 -0.046
H -2.403 10.958 13.058 -0.460 0.154 -0.513
H -0.518 15.115 10.213 0.836 0.072 -0.272
H 1.253 15.009 8.380 0.120 -0.795 0.651
H 2.520 12.828 8.105 -0.989 0.398 0.381
H 2.084 10.906 9.429 -0.297 0.272 0.275
H 0.451 11.160 11.459 0.347 0.499 -0.457
Se -7.494 20.895 18.776 0.682 0.907 -0.373
C -6.437 22.405 18.448 1.767 3.296 0.301
N -5.791 23.427 18.376 -2.505 -4.236 -0.018
```
Positions in Å, forces in eV/Å.

***

So what do the calculations give for electronic energy? Going down the list: -3449.81303; -458.98833; -5856.40005; -306.30709; -6090.82229 Ha.